{"formula": "C4H12O2", "method": "ωB97M-V/def2-TZVPD", "symbols": ["O", "C", "C", "C", "C", "H", "H", "H", "H", "H", "H", "H", "H", "H", "H", "O", "H", "H"], "xyz": [[-2.065, -0.528, 1.176], [-0.239, 0.429, -2.072], [0.274, -1.001, 0.506], [-1.307, 0.137, -1.061], [-0.874, -0.024, 0.439], [-1.710, -1.078, 1.906], [0.311, 1.361, -1.857], [-0.668, 0.500, -3.086], [0.472, -0.413, -2.048], [0.018, -2.016, 0.158], [0.565, -1.056, 1.568], [1.137, -0.637, -0.077], [-2.006, 0.995, -1.064], [-1.893, -0.775, -1.288], [-0.412, 0.881, 0.883], [3.049, 0.930, 1.695], [2.530, 1.765, 1.660], [2.816, 0.529, 2.563]], "orbital_gap_ha": 0.40437, "lumo_energy_ha": 0.0225, "fmax_ha_per_bohr": 0.04770, "e_above_lowest_kj_mol": 36.2, "mol_weight_g_mol": 92.14}